Arrangement a

Entry from the Open Molecules 2025 dataset: a single C10H17NO molecule (wB97M-V/def2-TZVPD).

Properties
SMILES: CC(C)(C)CNC(=O)C1=CCC1
HOMO in eV: -9.1
2S+1: 1
LUMO energy in hartree: 0.029
Charge: 0

Structure (XYZ):
```
29
C10H17NO, DFT wB97M-V/def2-TZVPD
C 3.15250 0.45136 -0.24202
C 1.70363 -0.13492 -0.06231
C 1.80836 -1.71429 0.02973
C 1.11246 0.34127 1.27381
C 1.01456 0.44517 -1.27050
N -0.59457 0.56897 -0.99997
C -1.52238 -0.51709 -0.61598
O -1.13767 -1.64528 -0.73130
C -2.90165 -0.16402 -0.11572
C -3.67027 0.93052 -0.33057
C -4.77589 0.62457 0.57138
C -4.08675 -0.83661 0.66872
H 3.05404 1.43359 -0.41197
H 3.50230 -0.00321 -1.16812
H 3.84471 0.28706 0.64774
H 1.91154 -2.02322 1.04620
H 0.91218 -2.04187 -0.52525
H 2.70365 -2.02701 -0.55477
H 0.56165 1.28230 1.09451
H 1.94245 0.25017 1.98262
H 0.20545 -0.33090 1.42818
H 1.34959 1.40428 -1.54927
H 0.99747 -0.21362 -2.08394
H -1.03761 1.43556 -1.33550
H -3.48404 1.58598 -1.27746
H -4.52724 1.30528 1.37614
H -5.84452 0.50826 0.26297
H -3.88966 -1.16730 1.63117
H -4.44332 -1.60129 0.09854
```


Arrangement b

Entry from the Open Molecules 2025 dataset: a molecular structure, C10H17NO (wB97M-V/def2-TZVPD).

Properties
HOMO in eV: -7.4
2S+1: 1
LUMO energy in hartree: 0.033
Charge: 0

Structure (XYZ):
```
29
C10H17NO, DFT wB97M-V/def2-TZVPD
C 0.57306 0.07981 -0.53666
C 0.77407 1.26657 0.14268
C -0.28160 -1.08249 -0.70205
C 0.02179 -2.23730 -1.30992
C -1.51993 -1.09248 0.10796
C -0.78419 -3.52437 -1.21212
C 1.26804 -2.50198 -2.19100
C 0.34114 3.63648 0.96979
C 0.66152 1.74901 2.57788
C 0.16479 2.08669 1.18804
N 2.01867 1.43425 -0.49260
O 1.69968 0.31981 -1.31643
H -2.17873 -1.79695 -0.27262
H -1.45987 -1.34032 1.22793
H -1.78009 -0.03978 0.13549
H -0.60036 -4.05160 -2.18524
H -1.84911 -3.35463 -1.28422
H -0.77996 -4.02120 -0.29098
H 0.99345 -3.33350 -2.94528
H 1.88827 -1.59960 -2.51386
H 1.98083 -3.00980 -1.52547
H 1.41050 4.07546 0.93725
H -0.14371 4.09603 1.85418
H -0.02619 3.92983 -0.05490
H 1.63764 2.13636 2.89880
H 0.75915 0.68755 2.77855
H 0.02650 2.27448 3.24522
H -0.89103 1.84528 1.00224
H 2.19732 2.31917 -1.02461
```


Which of them is the least stable? Correct choice: arrangement b.


Arrangement a

Entry from the Open Molecules 2025 dataset: a gas-phase ion, C6H11N (charge +1) (wB97M-V/def2-TZVPD).

Properties
HOMO (spin up / spin down) in eV: -13.3 / -13.2
2S+1: 2
LUMO energy (spin up / spin down) in hartree: -0.180 / -0.301
Charge: +1
<S²>: 0.774

Structure (XYZ):
```
18
C6H11N, DFT wB97M-V/def2-TZVPD
C -1.44249 -0.74352 -1.09912
C -0.77705 -0.77222 0.27887
C 0.58635 -0.19450 0.36113
C 1.40615 -0.09293 -0.76334
C 1.75216 1.21713 1.93870
C 1.08638 0.07608 1.68005
N -1.87708 0.60671 -1.40767
H -0.95110 -1.33290 -1.88907
H -2.34812 -1.35469 -0.99677
H -0.78180 -1.78094 0.72723
H -1.45611 -0.22015 0.94217
H 1.08641 -0.48329 -1.71583
H 2.38610 0.36689 -0.63568
H 2.09104 1.61821 2.88133
H 2.09527 1.81330 1.10347
H 0.74751 -0.64806 2.41176
H -2.47645 0.65342 -2.21799
H -1.12716 1.27146 -1.59922
```


Arrangement b

Entry from the Open Molecules 2025 dataset: a gas-phase ion, C6H11N (charge +1) (wB97M-V/def2-TZVPD).

Properties
HOMO (spin up / spin down) in eV: -13.0 / -14.6
2S+1: 2
LUMO energy (spin up / spin down) in hartree: -0.177 / -0.227
Charge: +1
<S²>: 0.771

Structure (XYZ):
```
18
C6H11N, DFT wB97M-V/def2-TZVPD
C 0.98982 1.38157 0.72124
N -1.63999 0.08780 1.15057
C -1.07806 0.19374 -0.19356
C 0.30714 0.34680 -0.06062
C 1.15323 -0.84528 -0.60177
C 2.28486 -1.09944 0.14374
C -1.80713 -0.27143 -1.39223
H 0.35119 2.37541 0.73792
H 0.96404 1.13951 1.79267
H 2.00981 1.53782 0.29658
H -1.24654 0.73978 1.87699
H -2.62069 0.20237 1.07819
H 1.07532 -1.26345 -1.61671
H 3.18512 -1.59987 -0.14109
H 2.63915 -0.48617 1.01157
H -1.14359 -1.15489 -1.66281
H -2.77911 -0.83430 -1.07756
H -2.05392 0.49343 -2.05055
```


Which of them is the least stable? Correct choice: arrangement b.


Arrangement a

Entry from the Open Molecules 2025 dataset: a single C19H20N4O3S molecule (wB97M-V/def2-TZVPD).

Properties
SMILES: O=C(CSc1nnc(-c2ccco2)n1-c1ccccc1)NC[C@H]1CCCO1
HOMO in eV: -8.2
2S+1: 1
LUMO energy in hartree: 0.016
Charge: 0

Structure (XYZ):
```
47
C19H20N4O3S, DFT wB97M-V/def2-TZVPD
O -1.34855 2.34842 -3.81281
C -0.57859 2.37358 -2.87791
C 0.86663 1.88932 -3.00829
S 1.01898 0.15754 -2.45609
C 1.08203 0.38343 -0.73945
N 1.03228 1.52124 -0.08937
N 1.11204 1.25522 1.21952
C 1.22522 -0.04066 1.37073
C 1.28784 -0.70240 2.63808
C 1.37920 -0.15586 3.89464
C 1.38274 -1.24492 4.79088
C 1.29007 -2.36641 4.02254
O 1.23173 -2.05166 2.72025
N 1.21375 -0.65629 0.13795
C 1.34539 -2.02503 -0.17752
C 0.33548 -2.66786 -0.87951
C 0.47382 -4.00805 -1.19171
C 1.60885 -4.70005 -0.80459
C 2.61472 -4.05102 -0.10778
C 2.49049 -2.71038 0.20534
N -0.86855 2.83670 -1.64910
C -2.21392 3.18007 -1.25983
C -2.99042 1.96023 -0.72189
C -2.32755 1.33630 0.52517
C -3.47275 1.24479 1.53509
C -4.38146 2.37744 1.06153
O -4.30438 2.34203 -0.34727
H 1.15081 1.87241 -4.05950
H 1.56102 2.48643 -2.42101
H 1.43687 0.88783 4.12017
H 1.44506 -1.20043 5.85844
H 1.25743 -3.40832 4.27211
H -0.54680 -2.12110 -1.17602
H -0.30969 -4.51138 -1.73698
H 1.71150 -5.74650 -1.04850
H 3.50281 -4.58802 0.18910
H 3.27256 -2.19278 0.74075
H -0.18266 2.68156 -0.91023
H -2.73888 3.56234 -2.13805
H -2.17334 3.95748 -0.49370
H -3.08841 1.23356 -1.53769
H -1.89253 0.36228 0.30749
H -1.54013 1.98756 0.90592
H -3.14200 1.37130 2.56311
H -3.99265 0.29106 1.44027
H -5.42881 2.24963 1.33694
H -4.02475 3.34498 1.44489
```


Arrangement b

Entry from the Open Molecules 2025 dataset: a single C19H20N4O3S molecule (wB97M-V/def2-TZVPD).

Properties
SMILES: OCc1cc2nc(N3CCOc4ccccc43)nc(N3CCOCC3)c2s1
HOMO in eV: -7.5
2S+1: 1
LUMO energy in hartree: -0.001
Charge: 0

Structure (XYZ):
```
47
C19H20N4O3S, DFT wB97M-V/def2-TZVPD
O -0.69212 2.16734 4.98944
C -1.21766 2.67781 3.77054
C -0.70950 1.89065 2.50728
C -1.10887 0.63693 2.01994
C -0.49561 0.15313 0.87113
N -0.77312 -0.97781 0.23995
C -0.05153 -1.18880 -0.88587
N -0.23555 -2.47310 -1.42601
C -0.35311 -2.64127 -2.91304
C -1.58906 -3.65053 -3.10473
O -1.68781 -4.80864 -2.25800
C -1.16736 -4.65897 -0.98155
C -1.41606 -5.58117 0.02683
C -0.85662 -5.56101 1.28085
C 0.11755 -4.61163 1.62076
C 0.33816 -3.60787 0.69413
C -0.35776 -3.57561 -0.56909
N 1.00296 -0.51211 -1.31362
C 1.26122 0.62128 -0.62010
N 2.30267 1.43645 -1.08238
C 3.56780 0.88736 -1.59559
C 3.29818 0.61296 -3.12544
O 2.95153 1.80416 -3.87930
C 1.72399 2.49797 -3.24178
C 1.99019 2.74166 -1.68181
C 0.44861 1.02607 0.43888
S 0.58215 2.50700 1.48593
H 0.27047 1.98784 4.99245
H -0.84507 3.68713 3.58121
H -2.23279 2.59004 3.68767
H -1.86358 -0.02857 2.54021
H -0.37606 -1.65109 -3.44988
H 0.63250 -2.88436 -3.33747
H -2.53772 -3.09376 -3.08512
H -1.59611 -4.01981 -4.20383
H -1.89890 -6.42238 -0.26844
H -1.19635 -6.32530 1.99620
H 0.80685 -4.63795 2.48757
H 0.94507 -2.84992 1.09935
H 4.50724 1.41698 -1.52800
H 3.78474 -0.04805 -1.10909
H 4.23273 0.49208 -3.51396
H 2.72226 -0.25947 -3.38206
H 0.80459 1.87982 -3.29687
H 1.55066 3.58198 -3.68856
H 1.12574 3.27148 -1.28718
H 2.78552 3.42742 -1.52338
```


Which of them is the least stable? Correct choice: arrangement b.


Arrangement a

Entry from the Open Molecules 2025 dataset: a single C3H4O molecule (wB97M-V/def2-TZVPD).

Properties
SMILES: C=CC=O
HOMO in eV: -9.8
2S+1: 1
LUMO energy in hartree: 0.005
Charge: 0

Structure (XYZ):
```
8
C3H4O, DFT wB97M-V/def2-TZVPD
C 0.74235 -0.64241 0.84831
C 0.33353 0.17927 -0.29631
C -1.03841 0.48049 -0.74350
O -0.96083 1.43860 -1.40528
H 1.79342 -0.86808 1.24119
H -0.13826 -1.16991 1.38595
H 1.15434 0.64566 -0.77544
H -1.88614 -0.06362 -0.25491
```


Arrangement b

Entry from the Open Molecules 2025 dataset: a single C3H4O molecule (wB97M-V/def2-TZVPD).

Properties
SMILES: C=C1CO1
HOMO in eV: -9.6
2S+1: 1
LUMO energy in hartree: 0.040
Charge: 0

Structure (XYZ):
```
8
C3H4O, DFT wB97M-V/def2-TZVPD
C 1.34781 0.53965 0.07235
C 0.14015 0.13211 0.02715
C -1.03795 -0.66936 0.00559
O -1.07275 0.74001 0.07842
H 1.36352 1.56894 -0.04565
H 2.16625 -0.06491 -0.22651
H -1.51511 -1.07013 -0.86295
H -1.39193 -1.17630 0.95160
```


Arrangement c

Entry from the Open Molecules 2025 dataset: a single C3H4O molecule (wB97M-V/def2-TZVPD).

Properties
SMILES: C1[C@@H]2O[C@H]12
HOMO in eV: -9.2
2S+1: 1
LUMO energy in hartree: 0.044
Charge: 0

Structure (XYZ):
```
8
C3H4O, DFT wB97M-V/def2-TZVPD
C -0.67305 0.26196 0.47776
C 0.12515 -0.85252 -0.06350
O 1.53417 -0.00694 0.26193
C 0.49614 0.49187 -0.53185
H -0.80114 0.57141 1.46957
H -1.61331 0.35282 -0.05754
H 0.30240 -1.93482 -0.04589
H 0.62965 1.11622 -1.51047
```


Arrangement d

Entry from the Open Molecules 2025 dataset: a single C3H4O molecule (wB97M-V/def2-TZVPD).

Properties
SMILES: C#CCO
HOMO in eV: -10.2
2S+1: 1
LUMO energy in hartree: 0.034
Charge: 0

Structure (XYZ):
```
8
C3H4O, DFT wB97M-V/def2-TZVPD
C -0.44359 0.60562 1.72056
C -0.38495 0.21410 0.57937
C -0.09007 -0.16416 -0.85140
O 1.25109 -0.42179 -0.97616
H -0.72409 1.09217 2.64299
H -0.82843 -0.94507 -1.22454
H -0.28237 0.75124 -1.49282
H 1.50240 -1.13210 -0.39799
```


Which of them is the least stable? Correct choice: arrangement c.